(1)
Computed, not measured: 2 unconnected molecules or ions with the total composition C9H14O in a non-equilibrium geometry, with wB97M-V/def2-TZVPD.

Structure (XYZ):
```
24
Properties=species:S:1:pos:R:3
C -0.043 -0.085 3.943
C 1.168 -1.010 4.039
H -0.870 -0.442 4.555
H 0.289 0.914 4.232
H -0.452 -0.129 2.931
H 0.923 -1.827 4.736
H 1.577 -1.513 3.166
H 2.069 -0.550 4.444
C 0.476 -2.483 -2.034
C -0.505 0.477 0.104
C -0.570 1.515 -0.829
C -0.126 -0.812 -0.247
C 0.165 -1.082 -1.586
C -0.349 1.164 -2.163
C 0.047 -0.101 -2.579
O -0.650 2.818 -0.440
H -0.837 0.580 1.138
H -0.047 -1.625 0.467
H -0.385 1.929 -2.940
H -0.410 3.283 -1.237
H 1.168 -3.031 -1.372
H 0.922 -2.445 -3.027
H 0.155 -0.394 -3.612
H -0.358 -3.196 -1.982
```

The value obtained for the relative energy (zero: lowest compared OMol25 entry of this formula, charge and spin) is 78.40 kJ/mol. The total energy comes out at -11606.8241 eV. The SMILES is Cc1ccc(O)cc1.CC. The calculation puts the HOMO-LUMO gap at 9.27 eV. The value obtained for the strongest force on any atom is 2.14 eV/A.

Charge distribution, natural (NBO) scheme, values in e: number 1, C, carries -0.6132; number 2, C, carries -0.6219; number 3, H, carries 0.2078; number 4, H, carries 0.2141; number 5, H, carries 0.1996; number 6, H, carries 0.2022; number 7, H, carries 0.2076; number 8, H, carries 0.2054; number 9, C, carries -0.6353; number 10, C, carries -0.2416; number 11, C, carries 0.2792; number 12, C, carries -0.2054; number 13, C, carries -0.0281; number 14, C, carries -0.2819; number 15, C, carries -0.2051; number 16, O, carries -0.6508; number 17, H, carries 0.2164; number 18, H, carries 0.2148; number 19, H, carries 0.2001; number 20, H, carries 0.4760; number 21, H, carries 0.2139; number 22, H, carries 0.2119; number 23, H, carries 0.2158; number 24, H, carries 0.2186

(2)
Computed, not measured: a molecular structure, C16H8I3NO3SbSe4Ti, with wB97M-V/def2-TZVPD.

Structure (XYZ):
```
37
Properties=species:S:1:pos:R:3
Ti 0.719 0.316 0.797
I 5.428 -1.017 -0.661
C 3.665 -2.109 -0.763
C 3.643 -3.377 -1.388
C 2.492 -4.106 -1.489
I 2.555 -5.967 -2.433
C 1.271 -3.597 -0.971
C 0.000 -4.206 -1.034
C -1.097 -3.559 -0.530
C -0.954 -2.285 0.038
N 0.221 -1.701 0.130
C 1.323 -2.346 -0.338
C 2.520 -1.594 -0.216
O 2.395 -0.397 0.352
H 4.565 -3.768 -1.795
H -0.102 -5.182 -1.491
H -2.076 -4.013 -0.571
H -1.803 -1.733 0.421
I -4.107 6.804 -2.416
C -2.924 5.243 -1.697
C -3.317 3.931 -1.928
C -2.532 2.897 -1.449
C -1.364 3.183 -0.749
C -0.978 4.500 -0.521
C -1.761 5.537 -0.996
C -0.535 2.087 -0.237
O 0.550 2.305 0.398
O -0.863 0.861 -0.392
H -4.225 3.720 -2.474
H -2.816 1.867 -1.614
H -0.069 4.700 0.030
H -1.472 6.564 -0.823
Se 1.616 1.059 6.604
Sb 0.241 -0.677 5.799
Se -2.020 -1.298 6.042
Se 1.609 -2.728 5.430
Se 0.202 0.085 2.936
```

As for the spin multiplicity: 2. The value obtained for the relative energy (zero: lowest compared OMol25 entry of this formula, charge and spin) is 0.00 kJ/mol. The total energy comes out at -339697.9087 eV. The calculation puts the HOMO-LUMO gap (spin up / spin down) at 6.66 / 5.81 eV. The expectation value of S² is 0.75. The value obtained for the strongest force on any atom is 0.52 eV/A.

Charge distribution, natural (NBO) scheme, values in e: number 1, Ti, carries 1.3121; number 2, I, carries 0.2054; number 3, C, carries -0.2264; number 4, C, carries -0.2343; number 5, C, carries -0.1477; number 6, I, carries 0.1732; number 7, C, carries -0.1226; number 8, C, carries -0.0906; number 9, C, carries -0.2589; number 10, C, carries 0.1174; number 11, N, carries -0.4541; number 12, C, carries 0.1141; number 13, C, carries 0.3474; number 14, O, carries -0.6898; number 15, H, carries 0.2435; number 16, H, carries 0.2381; number 17, H, carries 0.2374; number 18, H, carries 0.2280; number 19, I, carries 0.1788; number 20, C, carries -0.1158; number 21, C, carries -0.2564; number 22, C, carries -0.1226; number 23, C, carries -0.2084; number 24, C, carries -0.1185; number 25, C, carries -0.2544; number 26, C, carries 0.7999; number 27, O, carries -0.6486; number 28, O, carries -0.6755; number 29, H, carries 0.2333; number 30, H, carries 0.2376; number 31, H, carries 0.2437; number 32, H, carries 0.2348; number 33, Se, carries -0.5100; number 34, Sb, carries 1.0107; number 35, Se, carries -0.5252; number 36, Se, carries -0.1536; number 37, Se, carries -0.3421

(3)
Computed, not measured: a molecular structure, C43H48BrN6PmS2 in a non-equilibrium geometry, with wB97M-V/def2-TZVPD.

Structure (XYZ):
```
101
Properties=species:S:1:pos:R:3
Pm 12.760 14.740 16.009
S 13.031 15.430 18.656
C 14.616 14.872 19.088
C 14.751 14.270 20.384
C 15.931 13.692 20.817
C 15.991 12.952 22.036
N 15.978 12.497 23.098
C 16.976 13.631 19.918
C 16.868 14.045 18.576
C 15.686 14.670 18.127
S 15.696 15.203 16.453
C 18.212 12.997 20.189
N 19.193 12.431 20.334
H 14.048 14.322 21.185
H 17.748 13.916 17.943
C 11.901 16.217 8.636
C 13.291 16.206 9.252
C 14.160 15.247 8.499
C 13.754 17.655 9.090
C 13.016 15.768 10.738
C 12.981 14.420 11.073
C 12.898 14.102 12.447
N 12.737 14.986 13.453
C 12.612 16.320 13.041
C 12.821 16.703 11.740
C 12.442 17.308 14.052
C 11.605 18.420 13.827
C 11.705 19.595 14.619
C 12.479 19.441 15.805
C 13.108 18.215 16.050
N 12.998 17.142 15.308
C 11.040 20.900 14.145
C 9.576 20.860 14.364
C 11.633 22.145 14.919
C 11.325 21.061 12.650
H 11.923 16.258 7.522
H 11.364 17.060 9.019
H 11.325 15.241 8.738
H 14.481 15.665 7.579
H 13.546 14.401 8.348
H 15.039 15.011 9.053
H 13.931 17.956 8.048
H 14.777 17.857 9.486
H 13.026 18.377 9.483
H 13.090 13.644 10.350
H 12.840 13.002 12.713
H 12.861 17.781 11.512
H 11.010 18.368 12.907
H 12.591 20.225 16.540
H 13.747 18.100 16.921
H 9.266 20.773 15.410
H 9.145 19.998 13.784
H 9.091 21.788 13.984
H 11.584 22.098 15.985
H 11.096 23.080 14.577
H 12.703 22.264 14.681
H 10.861 20.240 12.038
H 12.379 20.993 12.601
H 10.986 22.021 12.252
Br 7.255 12.711 14.713
C 8.265 14.012 15.577
C 7.590 14.901 16.376
C 8.336 15.960 17.090
C 9.650 16.118 16.753
N 10.286 15.310 15.871
C 9.601 14.294 15.274
H 6.502 14.749 16.551
H 7.956 16.491 17.912
H 10.327 16.867 17.131
H 10.135 13.744 14.525
C 17.612 11.807 15.865
C 16.240 11.503 15.344
C 16.036 10.722 14.223
C 14.758 10.520 13.661
C 14.579 9.523 12.465
C 13.657 11.034 14.360
C 13.800 11.838 15.540
C 15.136 11.953 16.053
N 12.764 12.370 16.271
C 11.930 11.495 17.092
C 10.774 10.868 16.274
C 12.762 10.251 17.705
C 11.355 12.279 18.268
H 18.377 11.750 15.067
H 17.935 11.197 16.693
H 17.687 12.851 16.233
H 16.920 10.345 13.716
H 13.598 9.124 12.352
H 15.305 8.765 12.663
H 14.874 10.042 11.543
H 12.637 10.701 14.105
H 15.274 12.505 16.974
H 11.253 10.082 15.697
H 10.253 11.560 15.613
H 10.051 10.331 16.993
H 12.751 9.437 16.967
H 12.306 10.003 18.645
H 13.795 10.598 17.809
H 10.845 13.197 17.909
H 12.131 12.559 19.023
H 10.524 11.722 18.756
```

As for the spin multiplicity: 5. The total energy comes out at -162578.8574 eV. The calculation puts the HOMO-LUMO gap (spin up / spin down) at 5.24 / 5.27 eV. The expectation value of S² is 6.01. The value obtained for the strongest force on any atom is 4.29 eV/A.

Results of the Mulliken charge analysis, in e, for atoms 1 through 99: number 1, Pm, carries 0.2702; number 2, S, carries -0.3084; number 3, C, carries 0.6636; number 4, C, carries -0.9770; number 5, C, carries 0.3043; number 6, C, carries -0.1445; number 7, N, carries -0.5614; number 8, C, carries 0.5821; number 9, C, carries -0.8138; number 10, C, carries 0.2105; number 11, S, carries -0.2788; number 12, C, carries -0.1670; number 13, N, carries -0.5394; number 14, H, carries 0.4994; number 15, H, carries 0.6419; number 16, C, carries -1.6013; number 17, C, carries 2.1195; number 18, C, carries -2.1049; number 19, C, carries -1.8533; number 20, C, carries 0.5311; number 21, C, carries -0.9740; number 22, C, carries -0.6022; number 23, N, carries 0.2917; number 24, C, carries -0.7282; number 25, C, carries -0.2759; number 26, C, carries 0.3978; number 27, C, carries -0.4569; number 28, C, carries 0.4583; number 29, C, carries -0.9236; number 30, C, carries -0.6395; number 31, N, carries 0.2315; number 32, C, carries 1.8280; number 33, C, carries -1.6777; number 34, C, carries -1.7579; number 35, C, carries -1.6164; number 36, H, carries 0.3959; number 37, H, carries 0.4002; number 38, H, carries 0.3355; number 39, H, carries 0.4869; number 40, H, carries 0.4597; number 41, H, carries 0.3893; number 42, H, carries 0.4401; number 43, H, carries 0.3877; number 44, H, carries 0.3782; number 45, H, carries 0.4669; number 46, H, carries 0.2018; number 47, H, carries 0.5329; number 48, H, carries 0.6833; number 49, H, carries 0.3582; number 50, H, carries 0.4038; number 51, H, carries 0.3543; number 52, H, carries 0.3291; number 53, H, carries 0.4274; number 54, H, carries 0.4157; number 55, H, carries 0.3625; number 56, H, carries 0.3903; number 57, H, carries 0.3105; number 58, H, carries 0.4385; number 59, H, carries 0.4400; number 60, Br, carries -0.1070; number 61, C, carries -0.4037; number 62, C, carries -0.1511; number 63, C, carries -1.0206; number 64, C, carries -0.2327; number 65, N, carries 0.3489; number 66, C, carries -0.1755; number 67, H, carries 0.3627; number 68, H, carries 0.4997; number 69, H, carries 0.5043; number 70, H, carries 0.7386; number 71, C, carries -1.4108; number 72, C, carries 0.1562; number 73, C, carries -0.5706; number 74, C, carries 0.7860; number 75, C, carries -1.6732; number 76, C, carries -0.5320; number 77, C, carries -0.3930; number 78, C, carries -0.1357; number 79, N, carries 0.3225; number 80, C, carries 1.4047; number 81, C, carries -1.4067; number 82, C, carries -1.5375; number 83, C, carries -1.2930; number 84, H, carries 0.3979; number 85, H, carries 0.3676; number 86, H, carries 0.1067; number 87, H, carries 0.3821; number 88, H, carries 0.3660; number 89, H, carries 0.4480; number 90, H, carries 0.3207; number 91, H, carries 0.0276; number 92, H, carries 0.9524; number 93, H, carries 0.4226; number 94, H, carries 0.0305; number 95, H, carries 0.3971; number 96, H, carries 0.3288; number 97, H, carries 0.4937; number 98, H, carries 0.2705; number 99, H, carries 0.1536

(4)
Computed, not measured: a single C3H10SSi molecule in a non-equilibrium geometry, with wB97M-V/def2-TZVPD.

Structure (XYZ):
```
15
Properties=species:S:1:pos:R:3
C 0.110 0.821 2.059
C -0.288 -0.026 0.867
C -0.058 0.584 -0.505
Si -0.279 -0.760 -2.200
S 1.580 1.187 -0.839
H -0.655 1.571 2.318
H 1.065 1.343 1.866
H 0.361 0.106 2.880
H 0.357 -1.017 0.829
H -1.422 -0.177 0.807
H -0.719 1.399 -0.837
H -0.727 0.504 -2.764
H 0.867 -1.245 -2.841
H -1.158 -1.948 -1.894
H 1.975 0.249 0.119
```

The value obtained for the relative energy (zero: lowest compared OMol25 entry of this formula, charge and spin) is 158.36 kJ/mol. The total energy comes out at -21983.6476 eV. The SMILES is CC[C@H]([SiH3])S. The calculation puts the HOMO-LUMO gap at 8.79 eV. The value obtained for the strongest force on any atom is 4.10 eV/A.

Charge distribution, natural (NBO) scheme, values in e: number 1, C, carries -0.6348; number 2, C, carries -0.4321; number 3, C, carries -0.6254; number 4, Si, carries 0.8202; number 5, S, carries -0.0382; number 6, H, carries 0.2158; number 7, H, carries 0.2158; number 8, H, carries 0.2151; number 9, H, carries 0.1964; number 10, H, carries 0.2241; number 11, H, carries 0.2168; number 12, H, carries -0.1610; number 13, H, carries -0.1691; number 14, H, carries -0.1614; number 15, H, carries 0.1178